Here is a single C21H35N3O4 molecule from the Open Molecules 2025 dataset. Energies are from ωB97M-V/def2-TZVPD.

XYZ file:
```
63
Properties=species:S:1:pos:R:3:forces:R:3
C -2.5911 -3.8382 -1.8347 0.0032 -0.0005 0.0019
C -2.1157 -3.4066 -0.6768 0.0314 -0.0430 0.0844
C -1.0435 -2.3685 -0.5452 -0.0741 0.0560 -0.1080
C -1.4808 -1.0765 0.2063 0.1210 0.0518 0.0119
C -0.7731 -1.0486 1.5447 -0.1009 -0.0622 0.0507
O -1.2270 -1.6416 2.5111 0.0086 0.0055 -0.0010
N 0.4064 -0.3911 1.5863 0.0120 0.0003 -0.0131
C 1.2443 -0.4169 2.7618 -0.0040 -0.0038 0.0012
C 0.7452 0.5519 3.8352 0.0040 -0.0014 -0.0012
C 2.6554 -0.0544 2.3050 -0.0014 -0.0098 -0.0114
O 2.8653 0.4329 1.2042 0.0013 0.0065 0.0052
N 3.6321 -0.2785 3.2071 -0.0014 -0.0034 0.0010
C 5.0235 0.0313 2.9203 -0.0011 -0.0006 -0.0006
C 5.7368 -1.0432 2.1006 0.0039 0.0064 -0.0035
C 5.7713 -2.3762 2.8387 0.0006 0.0013 0.0013
C 7.1440 -0.5656 1.7616 -0.0032 -0.0009 0.0011
C -1.3942 0.2116 -0.6635 0.0036 0.0244 -0.0127
N -2.8537 0.2391 -0.6870 -0.0103 -0.0281 0.0078
C -3.7459 1.2333 -0.9481 0.0044 0.0126 0.0092
O -4.8742 1.1913 -0.4984 0.0008 0.0039 -0.0041
C -3.2356 2.3538 -1.8474 0.0090 -0.0086 -0.0039
C -3.8489 3.6818 -1.4183 -0.0045 -0.0019 0.0073
C -3.5178 2.0577 -3.3290 -0.0100 0.0097 -0.0192
O -4.9078 2.1670 -3.5172 0.0070 0.0007 0.0146
C -2.5941 2.8907 -4.2569 0.0130 -0.0019 0.0146
C -1.6530 1.6697 -4.3474 -0.0108 0.0016 -0.0117
C -2.8251 0.7844 -3.8730 0.0028 -0.0076 0.0062
C -3.0067 -0.8148 0.3126 0.0004 -0.0159 -0.0312
H -3.3609 -4.5969 -1.8839 0.0000 -0.0002 0.0011
H -2.2224 -3.4447 -2.7758 -0.0008 0.0003 -0.0004
H -2.5058 -3.8137 0.2520 -0.0027 -0.0001 -0.0002
H -0.1876 -2.8063 -0.0243 0.0039 -0.0023 -0.0040
H -0.6950 -2.0975 -1.5444 -0.0002 -0.0031 -0.0019
H 0.8258 0.0248 0.7667 -0.0009 0.0027 -0.0001
H 1.2411 -1.4326 3.1689 0.0006 0.0018 0.0029
H 1.3578 0.4963 4.7357 -0.0006 0.0002 0.0008
H 0.7732 1.5753 3.4587 -0.0005 0.0006 0.0004
H -0.2792 0.2940 4.0968 -0.0005 0.0013 0.0000
H 3.3943 -0.7390 4.0682 0.0016 0.0028 0.0014
H 5.0457 0.9788 2.3813 0.0027 0.0011 0.0018
H 5.5385 0.1733 3.8738 -0.0016 0.0003 0.0008
H 5.1727 -1.1642 1.1712 -0.0013 -0.0033 0.0009
H 6.3244 -2.2826 3.7780 -0.0001 0.0000 0.0001
H 4.7676 -2.7378 3.0686 -0.0004 0.0000 0.0001
H 6.2661 -3.1408 2.2386 -0.0007 -0.0008 0.0000
H 7.7280 -0.4058 2.6724 0.0011 -0.0003 -0.0004
H 7.6717 -1.3031 1.1559 -0.0007 -0.0002 -0.0007
H 7.1224 0.3734 1.2061 0.0001 0.0002 0.0003
H -0.9544 1.0746 -0.1537 -0.0001 -0.0043 0.0055
H -0.9184 0.0878 -1.6394 0.0008 0.0004 0.0023
H -2.1466 2.4024 -1.7473 -0.0006 0.0012 -0.0006
H -3.5307 3.9422 -0.4084 0.0005 0.0012 -0.0016
H -3.5467 4.4841 -2.0919 -0.0020 0.0006 -0.0019
H -4.9328 3.6043 -1.4255 0.0011 0.0011 -0.0014
H -5.1145 1.9098 -4.4208 -0.0030 -0.0015 -0.0079
H -3.0917 3.0803 -5.2097 -0.0030 0.0006 -0.0002
H -2.1961 3.8289 -3.8714 -0.0021 0.0008 -0.0019
H -1.2199 1.4452 -5.3197 0.0031 -0.0022 0.0025
H -0.8493 1.7181 -3.6122 0.0002 0.0035 0.0017
H -2.6378 -0.0372 -3.1837 -0.0038 0.0012 -0.0034
H -3.3901 0.4010 -4.7260 0.0036 -0.0018 -0.0024
H -3.6631 -1.6248 0.0038 -0.0027 0.0003 0.0091
H -3.3222 -0.4430 1.2886 0.0037 0.0068 0.0003
```
Forces are in eV/Å.

Summary:
Structure (SMILES): C=CCC1(C(=O)N[C@H](C)C(=O)NCC(C)C)CN(C(=O)[C@H](C)C2(O)CCC2)C1
Highest occupied orbital energy in eV: -9.1
Charge: 0
Frontier orbital gap in eV: 9.61



Here is a single C2Cl2F2 molecule from the Open Molecules 2025 dataset. Energies are from ωB97M-V/def2-TZVPD.

XYZ file:
```
6
Properties=species:S:1:pos:R:3:forces:R:3
F -1.7751 -0.7792 -0.1985 1.3515 0.4750 1.0936
C -0.6708 -0.3896 0.4673 4.2098 2.6068 -3.8745
F -0.8889 -0.0394 1.7260 -0.0118 -0.2281 -1.1820
C 0.5737 0.3027 -0.4008 -4.6840 -2.4510 3.2801
Cl 1.8673 1.0544 0.4326 -0.4168 -0.3372 0.0860
Cl 0.8938 -0.1490 -2.0266 -0.4486 -0.0655 0.5967
```
Forces are in eV/Å.

Summary:
Structure (SMILES): FC(F)=C(Cl)Cl
Highest occupied orbital energy (alpha / beta) in eV: -9.0 / -8.8
Charge: 0
Frontier orbital gap (alpha / beta) in eV: 8.53 / 8.68



Here is a molecular structure, CH2EuLiO from the Open Molecules 2025 dataset. Energies are from ωB97M-V/def2-TZVPD.

XYZ file:
```
6
Properties=species:S:1:pos:R:3:forces:R:3
C 0.5313 -0.1632 -0.0754 2.9422 0.7599 0.1218
O -0.1103 0.8879 -0.1507 0.2026 -0.0916 -0.1089
H 0.1442 -1.1928 -0.0544 -1.7253 0.2380 -0.1305
Eu 3.1459 -0.1586 0.1680 -0.2091 0.1371 -0.0384
Li -1.9363 1.1634 0.0116 0.2440 -0.7866 -0.0173
H -1.7749 -0.5367 0.1009 -1.4544 -0.2569 0.1732
```
Forces are in eV/Å.

Summary:
Highest occupied orbital energy (alpha / beta) in eV: -5.6 / -5.9
Charge: 0
Frontier orbital gap (alpha / beta) in eV: 5.55 / 5.01
2S+1: 9



Number 1: E_tot -1286.42190 Ha. Number 2: E_tot -1196.21345 Ha. Number 3: E_tot -832.15988 Ha.